Molecular formula: C4H7INO
Method: DFT, ωB97M-V/def2-TZVPD

Last columns: bonded neighbours and bond lengths (Å).
Positions of all 14 atoms, in Å:
1 H 0.66 1.41 1.34  C9 1.159
2 C 1.28 -0.61 0.51  H6 1.079, C9 1.505, H12 1.016, C13 1.561
3 H 1.44 1.32 -0.31  C9 1.118
4 O -1.28 1.63 -0.78  H7 0.972, C14 1.243
5 N -0.79 -0.59 -0.74  C13 1.402, C14 1.313
6 H 1.50 -0.95 1.51  C2 1.079
7 H -0.94 2.53 -0.63  O4 0.972
8 H -0.32 -2.16 0.61  C13 1.145
9 C 0.72 0.78 0.37  H1 1.159, C2 1.505, H3 1.118, C14 1.528
10 H 0.37 -2.24 -0.93  C13 1.124
11 I -4.26 0.19 -0.23  no bonds
12 H 2.06 -0.53 -0.13  C2 1.016
13 C 0.14 -1.45 -0.16  C2 1.561, N5 1.402, H8 1.145, H10 1.124
14 C -0.58 0.67 -0.43  O4 1.243, N5 1.313, C9 1.528

Net charge = +1
LUMO level (alpha / beta) = -9.03 / -9.13 eV
E_tot = -583.887334 hartree
Energy above the lowest of the compared OMol25 structures with the same formula, charge and spin = 83.1 kcal per mole
Gap between HOMO and LUMO (alpha / beta) = 4.513 / 4.205 eV